Entry 1:
A structure of composition C36H37Br2F4N4OS2SiTi. Source: the Open Molecules 2025 dataset; level of theory: ωB97M-V with the def2-TZVPD basis set.

Each line ends with the Löwdin charge.
Positions of all 88 atoms, in Å:
Ti -0.129 0.744 -0.233  0.72
C -0.241 -4.574 0.105  -0.06
C 1.237 -4.225 0.143  -0.25
N 1.516 -2.990 0.880  -0.15
C 2.354 -3.201 2.048  -0.25
C 1.730 -4.151 3.059  -0.08
C 2.013 -1.977 -0.047  -0.20
C 2.445 -0.631 0.514  -0.20
N 1.369 0.220 1.025  -0.10
C 1.625 0.875 2.210  -0.22
C 0.548 1.378 2.971  -0.22
F -0.700 1.255 2.484  0.02
C 0.709 2.027 4.173  -0.21
F -0.388 2.461 4.823  0.08
C 1.959 2.242 4.729  0.05
C 3.031 1.795 3.990  -0.22
F 4.285 2.003 4.444  0.07
C 2.884 1.148 2.773  -0.14
F 4.036 0.857 2.116  0.06
H -0.413 -5.482 -0.476  0.07
H -0.811 -3.767 -0.351  0.06
H -0.629 -4.726 1.113  0.07
H 1.614 -4.131 -0.883  0.11
H 1.801 -5.054 0.584  0.10
H 2.495 -2.241 2.542  0.10
H 3.363 -3.568 1.769  0.12
H 0.733 -3.810 3.336  0.06
H 2.345 -4.193 3.958  0.07
H 1.641 -5.168 2.678  0.06
H 1.234 -1.831 -0.796  0.07
H 2.900 -2.366 -0.592  0.11
H 2.987 -0.119 -0.292  0.11
H 3.181 -0.813 1.293  0.10
H 2.087 2.752 5.669  0.13
Br -3.451 -1.175 -2.695  0.81
C -3.317 -1.747 -0.898  -0.58
C -4.377 -2.518 -0.381  -0.17
C -4.345 -2.937 0.916  -0.62
Br -5.773 -4.012 1.561  0.74
C -3.272 -2.576 1.773  -0.19
C -3.173 -2.924 3.137  -0.04
C -2.109 -2.481 3.870  -0.05
C -1.136 -1.680 3.237  -0.13
N -1.185 -1.362 1.975  0.15
C -2.226 -1.794 1.236  -0.16
C -2.219 -1.408 -0.143  -0.44
O -1.205 -0.759 -0.645  -0.31
H -5.204 -2.776 -1.027  0.09
H -3.949 -3.530 3.586  0.07
H -2.013 -2.722 4.920  0.10
H -0.298 -1.285 3.803  0.11
S 0.515 3.042 0.278  0.75
C -0.920 4.035 0.261  -0.64
C -0.825 5.422 0.393  -0.13
C -1.957 6.214 0.384  -0.12
C -3.213 5.626 0.248  -0.12
C -3.317 4.254 0.120  -0.13
C -2.179 3.447 0.121  -0.65
S -2.328 1.717 -0.094  0.73
H 0.157 5.867 0.497  0.09
H -1.864 7.288 0.483  0.09
H -4.106 6.238 0.241  0.09
H -4.287 3.786 0.012  0.09
C 0.090 -1.903 -3.270  -0.18
Si 1.087 -0.310 -3.260  0.44
C 0.972 0.382 -5.003  -0.16
C 2.907 -0.773 -3.012  -0.17
N 0.569 0.881 -2.071  -0.18
C 0.324 2.154 -2.691  -0.45
C 1.379 3.038 -2.916  -0.09
C 1.162 4.262 -3.522  -0.09
C -0.119 4.632 -3.913  -0.11
C -1.171 3.753 -3.702  -0.08
C -0.950 2.519 -3.108  -0.07
H -0.139 -2.289 -2.281  0.00
H -0.862 -1.765 -3.780  -0.01
H 0.664 -2.658 -3.811  0.04
H 1.224 -0.416 -5.703  0.03
H 1.673 1.202 -5.152  0.03
H -0.022 0.753 -5.247  0.03
H 3.373 -0.869 -3.994  0.02
H 3.025 -1.728 -2.498  0.01
H 3.464 -0.020 -2.457  0.02
H 2.370 2.759 -2.578  0.11
H 1.994 4.938 -3.673  0.10
H -0.296 5.600 -4.362  0.09
H -2.177 4.029 -3.990  0.10
H -1.775 1.837 -2.934  0.09

Calculated values
**Charge**: -1
**Calculated total energy**: -9171.382593 a.u.
**Strongest force on any atom**: 1.04 eV/Å
**Energy above the lowest of the compared OMol25 structures with the same formula, charge and spin**: 0.385 eV
**Frontier orbital gap**: 0.2458 Eh
**E_HOMO**: -4.491 eV

Entry 2:
A structure of composition C36H37Cl3N4OPRuS2Si. Source: the Open Molecules 2025 dataset; level of theory: ωB97M-V with the def2-TZVPD basis set.

Each line ends with the Löwdin spin population.
Positions of all 86 atoms, in Å:
Ru -0.561 0.125 0.130  0.75
N -1.744 -3.460 2.379  0.00
C -1.051 -2.523 1.680  0.01
S -1.026 -0.910 2.311  0.06
N -0.456 -2.943 0.599  0.00
N 0.239 -1.958 -0.078  0.01
C 1.290 -2.399 -0.673  0.00
C 1.710 -3.826 -0.570  0.00
C 1.678 -4.626 -1.703  0.00
C 2.094 -5.948 -1.629  0.00
C 2.562 -6.463 -0.430  0.00
C 2.604 -5.657 0.702  0.00
C 2.174 -4.343 0.634  0.00
C 2.214 -1.537 -1.461  0.00
C 3.567 -1.870 -1.458  0.00
C 4.467 -1.123 -2.191  0.00
C 4.005 -0.051 -2.946  0.00
C 2.660 0.239 -2.910  0.00
N 1.795 -0.483 -2.188  0.00
H -2.103 -3.211 3.283  0.00
H -1.568 -4.427 2.171  0.00
H 1.311 -4.214 -2.634  0.00
H 2.055 -6.573 -2.510  0.00
H 2.893 -7.491 -0.375  0.00
H 2.969 -6.058 1.639  0.00
H 2.187 -3.711 1.513  0.00
H 3.896 -2.715 -0.873  0.00
H 5.518 -1.380 -2.179  0.00
H 4.664 0.555 -3.547  0.00
H 2.235 1.067 -3.457  0.00
C -3.731 1.253 2.689  0.00
C -4.574 0.260 1.940  0.00
C -5.749 -0.145 2.572  0.00
C -6.689 -0.954 1.959  0.00
C -6.469 -1.346 0.653  0.00
C -5.299 -0.965 0.016  0.00
C -4.303 -0.210 0.640  0.00
P -2.814 0.313 -0.393  -0.01
C -3.327 -0.303 -2.045  0.00
C -3.524 0.607 -3.078  0.00
C -3.896 0.190 -4.347  0.00
C -4.083 -1.158 -4.593  0.00
C -3.858 -2.074 -3.575  0.00
C -3.460 -1.675 -2.307  0.00
C -3.163 -2.724 -1.276  0.00
C -3.091 2.109 -0.409  0.00
C -4.216 2.768 -0.892  0.00
C -4.277 4.149 -0.835  0.00
C -3.214 4.862 -0.280  0.00
C -2.126 4.196 0.256  0.00
C -2.064 2.803 0.222  0.00
C -1.027 2.005 0.951  0.00
H -4.217 1.512 3.628  0.00
H -3.603 2.171 2.114  0.00
H -2.753 0.844 2.923  0.00
H -5.932 0.214 3.577  0.00
H -7.588 -1.244 2.485  0.00
H -7.198 -1.938 0.116  0.00
H -5.186 -1.264 -1.012  0.00
H -3.364 1.661 -2.906  0.00
H -4.029 0.920 -5.133  0.00
H -4.381 -1.501 -5.574  0.00
H -3.963 -3.133 -3.772  0.00
H -3.027 -3.691 -1.756  0.00
H -3.959 -2.820 -0.534  0.00
H -2.243 -2.497 -0.739  0.00
H -5.035 2.204 -1.325  0.00
H -5.138 4.671 -1.228  0.00
H -3.248 5.944 -0.254  0.00
H -1.320 4.751 0.719  0.00
H -1.400 1.842 1.968  0.00
H -0.103 2.575 1.048  0.00
Cl 0.991 2.104 -1.192  0.13
Si -0.055 0.032 -2.154  0.03
Cl -0.354 1.192 -3.868  0.01
Cl -0.523 -1.825 -3.182  0.00
C 1.585 1.087 3.382  0.00
S 2.643 0.684 1.994  0.00
C 2.970 2.365 1.465  0.00
O 1.774 0.009 0.976  0.01
H 2.167 1.645 4.112  0.00
H 1.234 0.149 3.805  0.00
H 0.737 1.668 3.023  0.00
H 3.572 2.830 2.244  0.00
H 2.040 2.899 1.300  0.00
H 3.527 2.319 0.532  0.00

Calculated values
**Charge**: 0
**Calculated total energy**: -4591.139592 a.u.
**Strongest force on any atom**: 0.58 eV/Å
**Energy above the lowest of the compared OMol25 structures with the same formula, charge and spin**: 1.068 eV
**Frontier orbital gap (spin up / spin down)**: 0.2302 / 0.2599 Eh
**E_HOMO (spin up / spin down)**: -6.779 / -7.580 eV
**⟨S²⟩**: 0.7568
**Spin multiplicity**: 2